Entry 1:
A structure of composition C35H97AlB2O14P, computed with ωB97M-V/def2-TZVPD.

The geometry in XYZ format:
```
150
C35H97AlB2O14P, DFT ωB97M-V/def2-TZVPD
C -4.06152 1.25776 -3.69712
C -3.99245 0.84577 -2.22430
P -2.84280 1.77937 -1.09402
C -3.81246 3.36312 -0.99716
Al -0.93037 2.31026 -2.41390
C -1.06390 4.15056 -3.31136
B -0.11049 3.99705 -4.48757
O 1.28255 3.73204 -4.30507
O -0.53945 4.05134 -5.81066
C 0.81569 2.34951 -1.36671
B 0.83190 1.59622 -0.03098
O 1.59255 0.39929 0.08068
O 0.13785 2.00197 1.11421
H -3.21744 0.84646 -4.25271
H -4.98658 0.90298 -4.15717
H -4.01351 2.34390 -3.80903
H -4.98515 0.97824 -1.78013
H -3.72908 -0.21242 -2.13743
H -3.23057 4.11776 -0.46368
H -4.06435 3.76884 -1.98124
H -4.74377 3.18621 -0.45300
H -0.76741 1.15275 -3.56059
H -0.68917 4.81978 -2.53065
H -2.08642 4.40970 -3.59211
H 1.38164 2.80154 -4.06984
H 0.05923 3.55383 -6.37482
H 1.57906 1.92966 -2.03407
H 1.04816 3.41179 -1.22544
H 2.51170 0.64363 -0.05616
H 0.54331 2.77796 1.51068
C -8.49136 -1.32829 -4.04019
C -7.74054 -0.68902 -2.88423
C -8.55721 -0.71584 -1.60238
O -7.34603 0.64021 -3.20353
H -9.41577 -0.77601 -4.24003
H -7.88308 -1.30469 -4.94478
H -8.74344 -2.36434 -3.81330
H -6.80006 -1.22115 -2.72711
H -9.48324 -0.14592 -1.72953
H -7.99481 -0.26103 -0.78587
H -8.82249 -1.73678 -1.32238
H -8.13325 1.17431 -3.35199
C 2.34035 7.51195 1.10893
C 2.05343 6.48775 0.02518
C 1.33946 7.09951 -1.17051
O 1.30697 5.38620 0.53487
H 1.40902 7.93519 1.49899
H 2.88590 7.04662 1.92758
H 2.94856 8.32756 0.71364
H 3.00145 6.05529 -0.30587
H 0.35932 7.48286 -0.87072
H 1.17690 6.34964 -1.94602
H 1.91945 7.92358 -1.59123
H 0.44524 5.71620 0.81231
C 1.25755 -3.27801 2.06403
C 0.32107 -2.72075 3.12333
C -1.13305 -2.81925 2.68790
O 0.66196 -1.37339 3.44031
H 1.16119 -2.69410 1.14439
H 2.29474 -3.21089 2.39628
H 1.02896 -4.32197 1.84444
H 0.45449 -3.27598 4.05285
H -1.29334 -2.23396 1.77848
H -1.78989 -2.42345 3.46300
H -1.41021 -3.85603 2.48763
H 0.56458 -0.84972 2.63218
C -5.22492 -4.24774 -1.42404
C -6.68672 -3.94454 -1.14120
C -7.21356 -4.73937 0.04127
O -7.48200 -4.20053 -2.30577
H -5.10361 -5.30889 -1.66337
H -4.86942 -3.66190 -2.27148
H -4.59932 -4.01927 -0.56046
H -6.80045 -2.87699 -0.94716
H -7.14949 -5.81088 -0.16722
H -8.26086 -4.49620 0.22749
H -6.64104 -4.52669 0.94550
H -7.39695 -5.14033 -2.49899
C 3.82579 3.39490 -6.40707
C 4.51353 2.22749 -5.72344
C 5.98741 2.13187 -6.09110
O 3.84901 0.99871 -6.01325
H 3.87594 3.27447 -7.49523
H 2.78152 3.44943 -6.10475
H 4.30813 4.33883 -6.14686
H 4.41776 2.33810 -4.64041
H 6.09448 1.97750 -7.16936
H 6.45787 1.29312 -5.57775
H 6.52140 3.04728 -5.82961
H 3.88092 0.86578 -6.96655
C 2.67667 -6.20445 5.54781
C 1.25686 -5.68284 5.68166
C 0.51089 -6.35822 6.82042
O 0.54473 -5.80374 4.45305
H 2.67155 -7.27590 5.32247
H 3.19353 -5.69375 4.73423
H 3.22820 -6.04771 6.47492
H 1.28815 -4.60540 5.86308
H 0.43585 -7.43415 6.63326
H -0.49817 -5.95566 6.90799
H 1.03484 -6.21246 7.76622
H 0.47544 -6.73814 4.23049
C 7.18315 5.04099 1.60858
C 6.35480 6.19542 1.06928
C 7.21528 7.37286 0.64295
O 5.36847 6.59866 2.01716
H 7.74075 5.36032 2.49463
H 6.53894 4.20910 1.89171
H 7.90110 4.69078 0.86535
H 5.77240 5.85104 0.21135
H 7.77375 7.75975 1.50159
H 6.59359 8.17300 0.24334
H 7.93173 7.07902 -0.12547
H 5.81520 6.90921 2.81192
C 6.80235 5.94914 -4.06090
C 5.72766 6.40635 -3.08728
C 4.33277 6.21859 -3.65352
O 5.95225 7.76282 -2.69082
H 6.74795 6.53636 -4.98275
H 7.79552 6.07996 -3.63021
H 6.66926 4.89831 -4.32235
H 5.82094 5.83670 -2.15918
H 4.20121 6.81295 -4.56337
H 3.57711 6.53491 -2.93540
H 4.14541 5.17330 -3.90121
H 5.85917 8.31230 -3.47646
C -6.43961 -10.10949 1.17471
C -7.58192 -9.12337 0.99411
C -8.93270 -9.81858 0.94358
O -7.38073 -8.32133 -0.16803
H -6.40915 -10.80800 0.33314
H -5.48563 -9.58498 1.21698
H -6.56086 -10.68938 2.09074
H -7.57455 -8.40673 1.81808
H -8.96861 -10.50938 0.09589
H -9.73322 -9.08925 0.82309
H -9.11511 -10.39146 1.85390
H -7.37565 -8.90279 -0.93615
C 5.36455 -3.65274 9.87828
C 5.04353 -4.85179 9.00112
C 6.03515 -5.00159 7.85833
O 3.70775 -4.77492 8.50549
H 5.31719 -2.73282 9.28878
H 4.64591 -3.57177 10.69340
H 6.36710 -3.73156 10.30133
H 5.05278 -5.75855 9.61016
H 6.00411 -4.11772 7.21496
H 5.79151 -5.87207 7.24942
H 7.05389 -5.11162 8.23298
H 3.63999 -3.98486 7.95664
```

orbital gap: 5.41 eV
spin multiplicity: 1
net charge: -1
E_tot: -3078.8166 Eh


Entry 2:
A cluster of 10 separate species, C36H102ClN9O4 in total, computed with ωB97M-V/def2-TZVPD.

The geometry in XYZ format:
```
152
C36H102ClN9O4, DFT ωB97M-V/def2-TZVPD
N 0.62103 -12.05614 -20.05904
H 1.43683 -11.44398 -20.19530
H 0.66691 -12.86093 -20.67841
H -0.26888 -11.58124 -20.20470
H 0.68230 -12.48412 -19.05930
N 2.22010 -12.56141 -24.05512
H 1.88890 -12.59212 -25.02447
H 2.44728 -11.59520 -23.74406
H 2.96337 -13.25430 -23.97444
H 1.51638 -13.02210 -23.47120
N 6.01607 -13.70652 -22.88980
H 5.27554 -14.25414 -23.32319
H 6.55324 -14.41318 -22.37868
H 5.54685 -13.05375 -22.24874
H 6.64262 -13.14481 -23.54225
Cl 3.71506 -10.47688 -21.12033
O 2.60388 -10.39259 -22.09036
O 4.62195 -9.41375 -21.35057
O 3.07680 -10.35420 -19.82760
O 4.40337 -11.73208 -21.24670
C 3.57235 -8.93597 -16.60195
C 4.58217 -9.95775 -16.09670
N 4.56544 -10.24767 -14.66469
C 5.67462 -11.09730 -14.21392
C 5.68248 -12.45569 -14.92008
C 4.51992 -9.03003 -13.85298
C 5.74905 -8.10516 -13.89530
H 3.73343 -7.95215 -16.16693
H 2.57530 -9.31840 -16.36520
H 3.64697 -8.85576 -17.68595
H 4.43454 -10.90051 -16.62978
H 5.59067 -9.59273 -16.35567
H 6.64202 -10.60915 -14.35013
H 5.45609 -11.31448 -13.16851
H 6.05788 -12.36381 -15.94212
H 6.41981 -13.05414 -14.37991
H 4.72649 -12.97536 -14.91372
H 4.41294 -9.34532 -12.81042
H 3.64398 -8.42076 -14.07341
H 6.70093 -8.58219 -13.67404
H 5.69154 -7.30549 -13.15317
H 5.73485 -7.58061 -14.85488
C -1.08250 -14.18183 -17.84161
C -0.38640 -13.17392 -16.92710
N 0.93767 -12.73054 -17.37466
C 1.91855 -13.81825 -17.42337
C 3.29878 -13.48613 -17.99288
C 1.43309 -11.56456 -16.62139
C 1.61774 -11.81946 -15.12203
H -0.63745 -15.16889 -17.70500
H -0.93851 -13.98505 -18.90698
H -2.13298 -14.23477 -17.57021
H -0.97782 -12.26354 -16.78949
H -0.34614 -13.55896 -15.90130
H 1.48497 -14.58996 -18.07199
H 2.02266 -14.31170 -16.45090
H 3.89377 -12.98042 -17.23203
H 3.22124 -12.92545 -18.92276
H 3.83875 -14.41708 -18.17324
H 2.37399 -11.20303 -17.03852
H 0.74950 -10.73175 -16.81064
H 2.19559 -11.00315 -14.68259
H 0.68806 -11.89837 -14.55941
H 2.20201 -12.71293 -14.90056
C -0.99156 -9.59682 -22.82109
C -1.59031 -8.38625 -23.52763
N -2.93614 -8.03451 -23.13956
C -3.44564 -7.08860 -24.13633
C -4.88845 -6.66322 -23.90734
C -3.01172 -7.52830 -21.77038
C -2.03758 -6.40359 -21.39978
H -0.78224 -9.38191 -21.76604
H -0.02373 -9.90430 -23.23007
H -1.64246 -10.47552 -22.85709
H -0.90414 -7.52898 -23.44277
H -1.49802 -8.61114 -24.59440
H -2.79068 -6.21106 -24.24636
H -3.41339 -7.59027 -25.10797
H -5.54106 -7.44103 -23.51665
H -4.88340 -5.79702 -23.24453
H -5.28744 -6.38315 -24.88265
H -2.81375 -8.39132 -21.12828
H -4.02246 -7.19706 -21.54055
H -2.25480 -5.97932 -20.42136
H -1.99668 -5.60340 -22.14289
H -1.00157 -6.75639 -21.36987
C 5.01024 -11.48369 -25.23775
C 6.49848 -11.36875 -25.58577
N 7.35325 -11.73611 -24.44799
C 8.70230 -12.11639 -24.86854
C 8.76308 -13.46566 -25.55552
C 7.42369 -10.56505 -23.52987
C 7.95120 -10.89083 -22.12959
H 4.36437 -11.14054 -26.04892
H 4.75068 -10.90054 -24.35062
H 4.74968 -12.54461 -25.11407
H 6.66008 -11.96474 -26.48102
H 6.66148 -10.31226 -25.82705
H 9.28478 -11.40724 -25.47057
H 9.29426 -12.18933 -23.95170
H 8.21624 -14.23913 -25.01070
H 8.33194 -13.36782 -26.55412
H 9.79550 -13.78148 -25.69083
H 6.43351 -10.12976 -23.38314
H 8.01969 -9.77839 -24.00171
H 7.81744 -10.00174 -21.51638
H 9.01582 -11.12728 -22.14847
H 7.48620 -11.74847 -21.63962
C 3.56215 -3.16222 -23.76419
C 2.62960 -3.95176 -24.69235
N 1.80041 -4.86632 -23.89993
C 0.68022 -5.32680 -24.72593
C -0.47445 -4.32142 -24.79474
C 2.58677 -6.03417 -23.49039
C 1.91705 -6.85345 -22.39372
H 4.24705 -3.78787 -23.18803
H 2.94614 -2.67722 -23.00515
H 4.17704 -2.41461 -24.26437
H 1.96980 -3.19362 -25.11106
H 3.18590 -4.48174 -25.47619
H 1.01668 -5.53082 -25.75698
H 0.33059 -6.30275 -24.38378
H -0.72627 -4.06205 -23.76463
H -0.15106 -3.45534 -25.36494
H -1.37708 -4.77001 -25.20848
H 3.61425 -5.73995 -23.28504
H 2.70265 -6.68723 -24.37659
H 0.90959 -7.22394 -22.58309
H 1.74595 -6.25091 -21.49480
H 2.54987 -7.65620 -22.00943
C 4.52496 -2.77044 -19.26059
C 4.65432 -3.97305 -20.18049
N 5.16166 -5.17568 -19.53111
C 5.46147 -6.23355 -20.49906
C 6.65600 -5.90981 -21.40119
C 4.30162 -5.71254 -18.49101
C 2.85302 -6.04798 -18.87333
H 5.49197 -2.38114 -18.94412
H 3.83388 -2.92113 -18.43211
H 4.12383 -1.93406 -19.84191
H 3.73341 -4.17379 -20.74548
H 5.36148 -3.64186 -20.94552
H 4.60050 -6.40001 -21.16148
H 5.69696 -7.15609 -19.96901
H 7.06500 -6.80734 -21.85936
H 7.40768 -5.38056 -20.81030
H 6.36316 -5.16033 -22.14012
H 4.76014 -6.61786 -18.08446
H 4.30243 -5.04930 -17.62011
H 2.85052 -6.89161 -19.56894
H 2.29013 -6.42074 -18.01514
H 2.33767 -5.19726 -19.31602
```

orbital gap: 4.59 eV
spin multiplicity: 1
net charge: +2
E_tot: -2685.8974 Eh


Entry 3:
A cluster of 12 separate species, C36H104N8O12 in total, computed with ωB97M-V/def2-TZVPD.

The geometry in XYZ format:
```
160
C36H104N8O12, DFT ωB97M-V/def2-TZVPD
C 5.34626 -5.83698 3.52499
O 4.64574 -6.00393 4.74838
C 5.38276 -6.11571 5.95752
C 4.39519 -6.51399 7.13329
C 3.20433 -5.59845 7.25247
N 5.17151 -6.74708 8.34837
H 4.69788 -5.95508 2.65681
H 6.20791 -6.50101 3.45621
H 5.79091 -4.84229 3.49376
H 6.15201 -6.88369 5.87638
H 5.96381 -5.21713 6.16497
H 3.96529 -7.47439 6.84885
H 3.53703 -4.56103 7.21839
H 2.50206 -5.65421 8.08422
H 2.66432 -5.88910 6.35135
H 6.14669 -6.61998 8.11822
H 5.06932 -5.91565 8.91262
C -2.02238 6.08980 4.74505
O -3.37414 6.12992 4.36812
C -4.26054 5.55007 5.29752
C -5.58507 5.68175 4.67697
C -6.12005 7.12519 4.60035
N -6.57920 4.98339 5.46639
H -1.53372 6.32571 3.79972
H -1.67421 5.08569 4.98719
H -1.77917 6.78361 5.54978
H -4.03152 4.49718 5.46206
H -4.14520 6.17578 6.18255
H -5.67848 5.12622 3.74382
H -6.39475 7.58849 5.54797
H -7.02598 7.10931 3.99444
H -5.41832 7.77429 4.07656
H -7.50538 5.29724 5.21381
H -6.56052 3.97909 5.36089
C -2.96368 0.81545 1.29315
O -2.06307 0.06420 0.50017
C -1.43154 -1.02642 1.19174
C -0.46880 -1.72689 0.20162
C 0.35600 -2.84706 0.85803
N 0.43704 -0.69843 -0.22000
H -3.39482 1.72510 0.87511
H -2.51753 1.07192 2.25402
H -3.86801 0.24427 1.50305
H -0.88800 -0.71548 2.08391
H -2.17595 -1.78675 1.42809
H -1.04635 -2.07787 -0.65357
H 0.86564 -3.48683 0.13757
H -0.26702 -3.60364 1.33502
H 0.98859 -2.47604 1.66442
H 0.82128 -0.31647 0.63239
H -0.14367 0.05812 -0.55244
C -2.60021 -6.90302 -1.17889
O -3.07821 -6.69020 0.13336
C -4.40273 -7.02755 0.35941
C -4.75274 -6.54428 1.73213
C -3.98731 -7.32377 2.83856
N -6.13956 -6.83929 1.90145
H -1.51999 -6.75778 -1.16694
H -2.94575 -6.27601 -2.00081
H -2.75827 -7.92666 -1.51840
H -4.90241 -6.45815 -0.42430
H -4.63017 -8.07992 0.18947
H -4.59175 -5.46929 1.81315
H -2.92503 -7.07990 2.82517
H -4.14423 -8.38826 2.66437
H -4.32996 -7.16957 3.86175
H -6.34476 -7.82599 1.96777
H -6.70082 -6.45186 1.15648
C 2.87185 5.36456 -1.41373
O 3.92737 5.58348 -2.36436
C 5.08297 4.82170 -2.02662
C 6.02632 4.97796 -3.20161
C 7.29870 4.14057 -2.96420
N 6.52590 6.35315 -3.24370
H 2.63162 4.30408 -1.33771
H 1.91297 5.79322 -1.70510
H 3.23954 5.68887 -0.44022
H 5.51960 5.17684 -1.09317
H 4.76236 3.80048 -1.82063
H 5.50522 4.85482 -4.15103
H 7.09977 3.07287 -2.87181
H 7.82970 4.42844 -2.05686
H 7.97699 4.20957 -3.81464
H 6.91366 6.45793 -2.31700
H 5.65569 6.86582 -3.24584
C -6.02039 -3.05414 -7.72459
O -5.41332 -2.95971 -6.46344
C -5.67876 -1.67971 -5.92005
C -4.92515 -1.50983 -4.53692
C -5.68005 -2.25279 -3.45987
N -4.86495 -0.11386 -4.20285
H -6.11820 -4.08479 -8.06564
H -5.39670 -2.54894 -8.46207
H -6.98470 -2.54817 -7.77153
H -5.26443 -0.96011 -6.62616
H -6.71197 -1.34667 -5.82173
H -3.93238 -1.95668 -4.59002
H -6.58628 -1.78672 -3.07306
H -5.05780 -2.24600 -2.56496
H -5.95558 -3.24696 -3.81175
H -5.82203 0.10065 -3.96184
H -4.42133 0.11878 -3.32582
C 4.73757 5.59200 4.78177
O 4.08028 4.45890 4.14720
C 4.39422 3.21394 4.83844
C 3.59278 2.03079 4.17511
C 3.82140 0.63818 4.88988
N 3.85258 1.97832 2.71031
H 5.80022 5.41565 4.94845
H 4.22895 5.85338 5.70971
H 4.66729 6.48686 4.16339
H 5.44660 2.93042 4.85297
H 4.02957 3.34525 5.85721
H 2.53145 2.26309 4.26302
H 3.04882 -0.09568 4.66037
H 3.79899 0.68315 5.97872
H 4.76269 0.23469 4.51668
H 4.77338 1.57386 2.61733
H 4.00948 2.96947 2.59588
C 5.76937 1.31579 -6.85364
O 4.34436 1.52193 -6.79867
C 3.61058 0.67978 -5.95344
C 2.08426 1.02142 -6.12129
C 1.70958 2.43344 -5.66857
N 1.21196 0.09499 -5.41551
H 6.26689 0.80968 -7.68095
H 6.24477 0.94332 -5.94625
H 6.03953 2.36507 -6.97257
H 3.79264 -0.37302 -6.16924
H 3.90549 0.74331 -4.90603
H 1.82371 0.85437 -7.16643
H 2.35752 3.13762 -6.19050
H 1.94171 2.49891 -4.60559
H 0.64206 2.62808 -5.77157
H 1.59686 -0.07759 -4.49781
H 0.37371 0.63006 -5.23908
C -4.72727 8.24078 -1.87163
C -5.77668 7.26209 -1.36044
O -6.46677 6.88447 -2.51721
H -4.07578 7.86436 -2.66028
H -4.09430 8.69388 -1.10865
H -5.24017 9.03809 -2.40953
H -6.46822 7.82364 -0.73231
H -5.39183 6.37854 -0.85122
H -7.14748 7.53669 -2.69841
C 2.84560 -5.71841 -5.05945
C 3.11612 -7.21410 -5.41793
O 4.48011 -7.45291 -5.44658
H 3.23154 -5.04076 -5.82098
H 3.36062 -5.54392 -4.11478
H 1.81500 -5.40595 -4.89115
H 2.71030 -7.47492 -6.39536
H 2.54297 -7.85537 -4.74832
H 4.62565 -8.30349 -5.86721
O -9.16837 2.34532 1.44208
H -10.10144 2.55519 1.48176
H -8.96321 1.99873 2.31042
O 5.09222 -1.68740 -0.74232
H 4.22558 -1.35061 -0.51487
H 5.69761 -1.17083 -0.21044
```

orbital gap: 9.08 eV
SMILES: COC[C@H](C)N.COC[C@H](C)N.COC[C@H](C)N.COC[C@H](C)N.COC[C@H](C)N.COC[C@H](C)N.COC[C@H](C)N.COC[C@H](C)N.CCO.CCO.O.O
spin multiplicity: 1
E_tot: -2774.5860 Eh


no.,largest force on an atom (hartree/bohr)
1,0.01496
2,0.04968
3,0.05267